Molecular formula: C34H65FN16O30PS2
Method: DFT, wB97M-V/def2-TZVPD

Structure (XYZ):
```
149
C34H65FN16O30PS2 (wB97M-V/def2-TZVPD)
C -4.76647 4.29649 -2.38215
C -4.61672 5.24191 -1.15184
O -5.59208 5.59420 -0.59760
O -3.31864 5.67940 -0.78671
C -2.79774 5.00477 0.32901
O -3.48540 4.82346 1.26898
C -1.29066 4.60299 0.23241
N -1.02965 3.17460 -0.09462
C -1.17979 2.86664 -1.33716
F -1.56104 3.60566 -2.33877
C -0.80319 1.36779 -1.46569
C 0.48965 1.02779 -2.30358
C 0.28115 -0.20259 -3.25147
O 0.57991 -0.06996 -4.41517
N -0.28536 -1.43402 -2.79756
C 0.80627 -2.35102 -2.35898
C -1.07639 -2.10401 -3.85186
C -0.97563 0.71627 0.01396
N -0.04084 -0.40835 -0.07621
C 0.08192 -1.16712 0.95944
C -0.92335 -1.47852 2.09505
C 1.42610 -1.95878 1.06657
P -2.83552 0.32704 -0.07393
S -3.99059 1.86486 0.23022
C -0.52386 2.05766 0.78514
C 1.02657 2.41309 0.75591
C 1.96293 1.44709 1.54108
S 3.51905 2.42671 1.85128
C 4.67159 1.80129 0.59729
N 5.70403 0.98909 0.72103
N 6.15983 0.84485 -0.56521
C 5.41498 1.53970 -1.38351
O 4.41564 2.20383 -0.68879
C -1.04021 1.97595 2.25581
C -0.79766 3.23126 3.13763
O 0.25228 3.64609 3.51262
O -1.96778 3.90985 3.57862
C -2.24374 3.30544 4.84037
C -1.67946 3.93229 6.15916
O -2.89479 2.31887 4.93985
H -5.85868 4.18090 -2.57309
H -4.30307 4.73826 -3.30346
H -4.32630 3.28826 -2.21670
H -0.86633 5.19792 -0.61914
H -0.72716 4.97048 1.12755
H -1.60637 0.99623 -2.16858
H 1.42375 0.96349 -1.70309
H 0.64427 1.89587 -3.00018
H 1.30000 -2.81541 -3.24521
H 0.34331 -3.09447 -1.67224
H 1.56007 -1.71731 -1.82874
H -0.43276 -2.56247 -4.64470
H -1.59138 -2.97187 -3.36074
H -1.88901 -1.46550 -4.26948
H -1.64098 -0.67231 2.34632
H -1.42862 -2.44247 1.83531
H -0.32249 -1.69645 3.01823
H 1.99741 -1.44251 1.88390
H 1.27026 -3.01314 1.37238
H 2.02735 -1.82690 0.14354
H -3.22555 -0.69070 0.83911
H -3.15852 -0.19475 -1.36878
H 1.42438 2.51683 -0.27716
H 1.08303 3.43891 1.21003
H 2.26630 0.62272 0.86426
H 1.61522 1.12573 2.54311
H 5.43528 1.66144 -2.47606
H -0.48172 1.14080 2.75379
H -2.11920 1.70611 2.35723
H -2.25445 4.86239 6.37529
H -0.58970 4.13241 6.03554
H -1.80745 3.25232 7.02576
C -1.83326 -4.50912 -7.91524
N -2.29095 -4.43165 -6.50539
O -1.44946 -4.56334 -5.63060
O -3.47472 -4.23798 -6.31791
H -0.76215 -4.68154 -7.92447
H -2.36351 -5.33546 -8.39171
H -2.07499 -3.56685 -8.38616
C 2.49281 7.04774 3.05751
N 2.55660 6.25342 1.80099
O 3.64294 6.08612 1.29537
O 1.49565 5.81890 1.36165
H 3.49282 7.36121 3.32294
H 1.85599 7.90870 2.86937
H 2.07139 6.40525 3.82874
C 3.66957 3.20074 5.15570
N 3.77127 4.14594 6.29992
O 4.01152 3.67936 7.39397
O 3.60379 5.32651 6.05121
H 3.83876 2.19116 5.51858
H 2.66894 3.29858 4.73770
H 4.42881 3.48189 4.43080
C 5.51166 10.53814 5.28781
N 5.04866 9.63191 4.20297
O 5.85889 9.29978 3.36413
O 3.87989 9.28538 4.23503
H 6.56273 10.76009 5.13109
H 4.91282 11.44432 5.23546
H 5.36188 10.02097 6.23267
C 0.52743 -4.09193 5.36093
N 1.39366 -4.09301 4.14641
O 1.66466 -5.16613 3.64703
O 1.77188 -3.00857 3.73129
H 0.27338 -5.11566 5.60536
H 1.09357 -3.63041 6.16497
H -0.36200 -3.51930 5.12683
C -2.40201 -4.57189 8.83790
N -1.54412 -4.60759 7.62320
O -1.29576 -5.69513 7.14609
O -1.15156 -3.53252 7.19430
H -2.67338 -5.58927 9.10247
H -1.82449 -4.10614 9.63301
H -3.28571 -3.98552 8.59740
C -7.09419 -0.80915 -1.12524
N -5.84277 -1.25140 -0.45581
O -5.10542 -1.99974 -1.07279
O -5.64127 -0.83039 0.66608
H -7.13902 -1.25938 -2.11237
H -7.92865 -1.13931 -0.51109
H -7.06098 0.27621 -1.19478
C -1.83478 -6.51697 -12.16574
N -2.33726 -5.74559 -10.99720
O -2.92277 -6.36350 -10.12556
O -2.12631 -4.54958 -10.99713
H -2.09348 -7.56270 -12.03026
H -2.31239 -6.11241 -13.05485
H -0.75583 -6.38706 -12.20445
C 4.06559 -6.89106 2.01815
N 4.37261 -8.00789 1.08410
O 4.24095 -7.79461 -0.10907
O 4.73211 -9.05463 1.57982
H 3.75843 -6.02560 1.43902
H 3.26214 -7.22255 2.67115
H 4.96962 -6.67653 2.58313
C 1.38356 -7.13695 -2.06319
N 0.63084 -6.12865 -1.26969
O -0.48311 -6.42624 -0.89209
O 1.19171 -5.06780 -1.05363
H 0.76616 -8.02281 -2.17530
H 1.60352 -6.69353 -3.03159
H 2.29733 -7.36750 -1.51811
C -0.25645 0.04486 -7.79996
N -1.01322 -1.20160 -8.09165
O -2.22594 -1.12543 -8.14120
O -0.36051 -2.21463 -8.25948
H -0.96317 0.85968 -7.67458
H 0.30900 -0.12159 -6.88484
H 0.40383 0.23153 -8.64376
```

Values from the calculation:
Net charge   +1
Strongest force on any atom   4.24 eV/Å
LUMO energy   -3.2 eV
Kohn-Sham gap   8.09 eV
Spin multiplicity   1

These are the Löwdin partial charges, in e, on atoms 1 to 8: number 1, C, carries 0.001; number 2, C, carries -0.465; number 3, O, carries 0.182; number 4, O, carries 0.065; number 5, C, carries -0.421; number 6, O, carries 0.153; number 7, C, carries 0.041; number 8, N, carries 0.081


Molecular formula: C23H60O11
Method: DFT, wB97M-V/def2-TZVPD

Structure (XYZ):
```
94
C23H60O11 (wB97M-V/def2-TZVPD)
C -1.96821 4.49427 -3.34182
C -2.06319 4.07937 -1.91982
C -2.43592 2.58601 -2.02127
O -3.48297 2.64766 -2.99776
C -3.05258 3.57082 -4.03074
H -0.99594 4.32996 -3.80635
H -2.16534 5.51710 -3.66285
H -2.78517 4.60768 -1.29714
H -1.08032 4.13262 -1.45160
H -2.74137 2.32575 -1.00783
H -1.59994 1.91509 -2.21899
H -3.94004 4.11295 -4.35725
H -2.66503 3.08556 -4.92652
C 2.27118 -2.58605 4.67991
C 0.90716 -2.75610 4.05135
C 0.03417 -1.57726 4.63524
O 0.95487 -0.94106 5.59302
C 1.92052 -1.90163 6.01423
H 2.90130 -1.85004 4.18056
H 2.87779 -3.48860 4.75431
H 0.46379 -3.68590 4.40772
H 0.93886 -2.88216 2.96912
H -0.92201 -1.82220 5.09764
H -0.03001 -0.87867 3.80099
H 1.51990 -2.65332 6.69436
H 2.81801 -1.49352 6.47906
C -3.45788 0.92860 1.88855
C -4.78757 0.86419 2.52492
C -4.68835 -0.38005 3.44707
O -3.34464 -0.18296 3.94674
C -2.50998 0.43954 2.98616
H -3.13191 1.93143 1.61254
H -3.38942 0.25367 1.03539
H -5.66203 0.85058 1.87436
H -4.95322 1.64408 3.26817
H -4.60819 -1.34545 2.94739
H -5.42474 -0.42233 4.24959
H -1.81215 -0.23876 2.49521
H -1.97877 1.33112 3.31932
C 0.34687 1.41308 -4.22878
C -0.68878 0.60139 -4.96448
C -0.20292 -0.82733 -5.06038
O 0.87550 -0.84318 -4.12902
C 1.04134 0.37924 -3.35927
H 0.02014 2.24412 -3.60370
H 0.92527 1.80668 -5.06463
H -0.81759 0.98921 -5.97498
H -1.63555 0.69598 -4.43271
H 0.29325 -1.04580 -6.00600
H -1.01813 -1.48422 -4.75701
H 2.05732 0.65656 -3.07823
H 0.50233 0.26534 -2.41874
C 5.10777 0.98338 -0.73090
O 4.16259 0.36051 0.12688
H 5.48275 0.20829 -1.39927
H 4.66125 1.67130 -1.44887
H 5.86568 1.51844 -0.15872
H 4.61691 -0.32689 0.61951
C 3.06702 1.09162 3.47433
O 3.25171 2.39130 4.13164
H 2.50999 0.43826 4.14584
H 2.59566 1.14172 2.49279
H 3.99961 0.54904 3.31947
H 2.40989 2.85064 4.17591
C 0.66245 -0.82371 0.21702
O -0.21960 0.22276 0.01932
H 0.29263 -1.40942 1.05862
H 0.87636 -1.37172 -0.70060
H 1.62336 -0.42567 0.54306
H -1.08099 -0.09650 -0.25940
C 2.97866 -2.46083 -2.59773
O 1.63142 -2.87541 -2.72245
H 3.48475 -3.22425 -2.00682
H 3.49579 -2.34867 -3.55067
H 3.06063 -1.49893 -2.09164
H 1.18371 -2.19505 -3.23064
C -1.98598 -2.28587 -1.73042
O -2.54627 -1.19594 -1.02456
H -2.32077 -3.26430 -1.38594
H -2.30970 -2.20647 -2.76821
H -0.90899 -2.17082 -1.60806
H -3.49832 -1.31905 -1.01835
C 0.98614 3.40522 0.83766
O 0.72948 2.80378 -0.41929
H 1.07964 4.47211 0.63494
H 0.15788 3.27721 1.53458
H 1.86225 2.93888 1.28829
H 0.51628 1.88755 -0.22779
C 0.78448 -5.09750 -0.03225
O 0.78297 -5.34709 -1.45840
H 0.17301 -5.84521 0.47286
H 1.79522 -5.12851 0.37462
H 0.33983 -4.13976 0.23814
H 1.01279 -4.56774 -1.96968
```

Values from the calculation:
Structure (SMILES)   C1CCOC1.C1CCOC1.C1CCOC1.C1CCOC1.CO.CO.CO.CO.CO.CO.CO
Net charge   0
Strongest force on any atom   2.92 eV/Å
LUMO energy   0.4 eV
Kohn-Sham gap   10.03 eV
Spin multiplicity   1

These are the Löwdin partial charges, in e, on atoms 1 to 8: number 1, C, carries -0.164; number 2, C, carries -0.173; number 3, C, carries -0.195; number 4, O, carries -0.140; number 5, C, carries -0.163; number 6, H, carries 0.096; number 7, H, carries 0.105; number 8, H, carries 0.121


Molecular formula: C5H14
Method: DFT, wB97M-V/def2-TZVPD

Structure (XYZ):
```
19
C5H14 (wB97M-V/def2-TZVPD)
C 1.50499 -1.34598 -0.32411
C 2.74101 -2.14387 -0.65386
H 1.70581 -0.37256 -0.31502
H 0.76720 -1.55301 -1.14500
H 1.07581 -1.46879 0.64756
H 3.04870 -2.64205 0.13964
H 2.61839 -3.02927 -1.35249
H 3.67359 -1.44238 -1.01925
C -1.11222 0.91000 0.64305
C -1.02055 1.35085 -0.82979
C -2.38875 1.55263 1.33657
H -1.19579 -0.18746 0.60200
H -0.28189 0.99277 1.14896
H -1.60378 0.59373 -1.35960
H -2.49148 2.56348 1.11664
H -0.00765 1.49125 -1.04096
H -1.27431 2.35861 -1.00309
H -3.32061 1.04277 0.99049
H -2.43849 1.32928 2.41827
```

Values from the calculation:
Net charge   +1
Strongest force on any atom   5.44 eV/Å
LUMO energy (spin up / spin down)   -3.1 / -11.3 eV
Kohn-Sham gap (spin up / spin down)   11.63 / 3.44 eV
ΔE to the lowest compared entry with this formula, charge and spin   215.93 kJ/mol
Spin multiplicity   2

These are the natural (NBO) partial charges, in e, on atoms 1 to 8: number 1, C, carries -0.617; number 2, C, carries -0.600; number 3, H, carries 0.190; number 4, H, carries 0.202; number 5, H, carries 0.204; number 6, H, carries 0.211; number 7, H, carries 0.225; number 8, H, carries 0.216


Molecular formula: C48H47F6N5O4P2S4Tc
Method: DFT, wB97M-V/def2-TZVPD

Structure (XYZ):
```
117
C48H47F6N5O4P2S4Tc (wB97M-V/def2-TZVPD)
Tc -1.53005 0.37256 -0.02007
C 4.60909 1.29099 1.23668
C 4.41629 0.85015 2.69253
C 5.63075 -0.02374 3.08125
C 4.47973 2.10026 3.60235
C 3.05512 0.04809 2.85894
C 2.73313 -0.07180 4.33605
C 1.53009 0.12391 4.84890
C 0.44292 0.62939 3.94328
S -1.25202 0.28734 4.48208
C -1.73531 0.24219 2.82872
N -0.79474 0.34829 1.92160
C 0.52849 0.00413 2.53415
C 1.85009 0.69690 2.08612
C -3.05764 -0.16740 2.38118
C -4.16156 -0.34051 3.20984
C -5.32472 -0.86735 2.67454
C -5.38194 -1.20627 1.32651
C -4.28154 -1.01256 0.49764
C -3.10056 -0.49716 1.01576
H 5.59097 1.75825 1.12597
H 3.86107 2.02715 0.92904
H 4.56426 0.43790 0.54948
H 6.47927 0.62129 3.31074
H 5.95184 -0.67372 2.26576
H 5.44762 -0.64183 3.96497
H 5.51023 2.45372 3.65108
H 4.15883 1.88619 4.62344
H 3.89289 2.93975 3.23077
H 3.53674 -0.40993 4.98432
H 1.31416 -0.01777 5.90366
H 2.05402 0.60837 1.03273
H -4.11435 -0.05627 4.25649
H -6.19658 -1.00059 3.30191
H -6.30188 -1.60771 0.91847
H -4.35435 -1.25017 -0.56036
F -3.82415 4.71482 1.40464
C -4.10598 4.37550 0.15109
F -3.16658 4.86484 -0.65934
F -5.28576 4.82797 -0.19604
S -4.06690 2.53560 0.03469
O -2.64346 2.25850 0.37704
O -5.07397 2.04095 0.90016
N -4.30537 2.22206 -1.49757
S -3.01462 1.85205 -2.31007
O -2.00748 2.86166 -2.43394
O -2.48631 0.51814 -1.90889
C -3.69034 1.51019 -3.98684
F -4.33816 2.56000 -4.43147
F -2.66031 1.23031 -4.76327
F -4.49867 0.45970 -3.90898
C 1.06996 0.58594 -2.66934
N 1.23177 0.43971 -1.17489
P 0.36765 -0.97415 -0.57056
C 1.27244 -1.55341 0.89395
C 2.59720 -1.58082 0.92620
C 3.25221 -1.49112 2.28419
C 2.57794 -2.49744 3.18602
C 1.26109 -2.48854 3.19506
C 0.56422 -1.55593 2.24077
C 0.83907 -2.37104 -1.62986
C 2.04323 -2.42968 -2.32525
C 2.43740 -3.62137 -2.91726
C 1.64756 -4.75925 -2.79785
C 0.45970 -4.70925 -2.07852
C 0.05365 -3.51997 -1.49543
P 0.42464 1.92415 -0.54890
C 1.29447 3.22406 -1.47466
C 2.68224 3.12605 -1.58731
C 3.39417 4.16366 -2.16589
C 2.72795 5.29571 -2.62478
C 1.34835 5.38487 -2.51824
C 0.62200 4.34793 -1.94538
C 0.66344 2.60889 1.14534
C 1.48625 2.15071 2.31615
C 0.73359 2.17795 3.66580
C -0.39850 3.15461 3.71459
C -0.74572 3.91558 2.65879
C -0.27096 3.58605 1.33826
H 0.99188 -0.38645 -3.14387
H 1.92897 1.11227 -3.07737
H 0.17298 1.15300 -2.94346
H 3.20730 -1.51388 0.02866
H 4.30564 -1.72046 2.21165
H 3.17284 -3.15559 3.81026
H 0.66160 -3.14692 3.81451
H -0.46288 -1.89160 2.11515
H 2.67916 -1.55517 -2.40788
H 3.37185 -3.66532 -3.46337
H 1.96808 -5.68802 -3.25486
H -0.13791 -5.60560 -1.95886
H -0.86823 -3.47272 -0.92176
H 3.19868 2.24051 -1.23099
H 4.47064 4.08976 -2.25748
H 3.28979 6.11121 -3.06332
H 0.83138 6.26511 -2.88064
H -0.45638 4.40588 -1.88600
H 2.34791 2.81135 2.34720
H 1.42732 2.49735 4.44343
H -0.89932 3.28465 4.66906
H -1.51658 4.67290 2.74904
H -0.79809 4.02475 0.49284
S -1.72931 -1.83863 -3.51800
C -2.36381 -3.39378 -3.90535
N -1.76684 -4.15558 -4.81422
C -2.28190 -5.45574 -5.26207
C -3.07184 -6.10122 -4.13617
C -4.10692 -5.11883 -3.61343
N -3.44650 -3.84952 -3.28042
H -0.97171 -3.75347 -5.28160
H -1.43761 -6.07702 -5.55249
H -2.91563 -5.31192 -6.13946
H -2.39615 -6.38891 -3.32812
H -3.56879 -6.99702 -4.50176
H -4.58333 -5.49841 -2.71252
H -4.88360 -4.94920 -4.36176
H -3.88196 -3.22596 -2.62330
```

Values from the calculation:
Net charge   +2
Strongest force on any atom   1.71 eV/Å
LUMO energy (spin up / spin down)   -6.0 / -8.7 eV
Kohn-Sham gap (spin up / spin down)   5.76 / 3.08 eV
ΔE to the lowest compared entry with this formula, charge and spin   479.78 kJ/mol
Spin multiplicity   4

These are the Löwdin partial charges, in e, on atoms 1 to 8: number 1, Tc, carries 1.188; number 2, C, carries -0.026; number 3, C, carries -0.486; number 4, C, carries -0.038; number 5, C, carries -0.024; number 6, C, carries -0.189; number 7, C, carries -0.033; number 8, C, carries -0.041